[1]
This record from OMol25 describes a structure of composition C57H59N4O3ReS3. The level of theory is wB97M-V/def2-TZVPD.

The multiplicity is 2. The net charge is -1. For the HOMO-LUMO gap (alpha / beta), the calculation gives 5.84 / 5.74 eV. As for the HOMO energy (alpha / beta): -3.84 / -3.77 eV. The expectation value of S² is 1.21. The calculation puts the lowest unoccupied orbital energy (alpha / beta) at 1.998 / 1.972 eV. The calculation puts the max |F| at 0.045 hartree/bohr. For the calculated total energy, the calculation gives -3925.1233 hartree.

The geometry in XYZ format:
```
127
Properties=species:S:1:pos:R:3:forces:R:3:mulliken_spin:R:1
Re -0.016 -0.179 -0.225 0.95 2.10 -0.33 1.15
C 1.253 2.979 2.408 -0.01 0.07 0.05 0.01
C -0.231 3.352 2.346 0.05 -0.23 -0.24 0.00
C -0.672 3.636 0.905 0.04 0.05 0.06 0.02
C -1.183 2.341 2.961 -0.04 0.13 0.09 0.00
C -2.226 2.856 3.730 -0.01 -0.02 0.05 0.00
C -3.171 2.040 4.323 0.04 0.01 0.01 0.00
C -3.076 0.669 4.154 0.06 -0.01 0.04 0.00
C -2.056 0.106 3.396 -0.04 -0.08 -0.10 -0.01
C -2.020 -1.414 3.255 -0.16 0.10 0.08 0.00
C -1.851 -2.101 4.616 0.06 0.02 -0.02 0.01
C -3.275 -1.952 2.560 0.08 -0.01 -0.04 0.00
C -1.108 0.955 2.783 -0.04 -0.30 -0.08 0.07
N -0.084 0.344 1.988 -0.56 0.14 -0.57 -0.16
C 0.823 -0.336 2.661 0.48 -0.06 0.50 -0.10
C 1.608 -1.269 1.979 0.42 0.18 0.54 -0.09
N 1.386 -1.418 0.670 -0.57 -0.54 -0.49 -0.23
C 1.987 -2.590 0.085 -0.35 -0.01 0.09 0.08
C 1.295 -3.805 0.239 -0.05 -0.01 0.08 -0.03
C 1.780 -4.945 -0.387 0.06 -0.01 0.00 0.00
C 2.935 -4.898 -1.150 0.00 0.01 0.03 0.00
C 3.631 -3.709 -1.243 0.03 -0.02 0.06 0.00
C 3.192 -2.539 -0.619 0.19 -0.04 -0.06 -0.02
C 4.069 -1.313 -0.836 -0.34 0.21 -0.07 0.00
C 4.171 -0.324 0.327 0.10 -0.06 0.01 0.00
C 3.619 -0.600 -2.120 0.03 0.01 0.05 0.01
C 0.033 -3.916 1.079 -0.04 -0.11 -0.06 0.00
C -1.173 -4.357 0.245 -0.01 0.08 0.02 0.01
C 0.239 -4.860 2.269 0.02 0.04 -0.03 0.01
C 2.486 -1.960 2.943 -0.11 0.20 -0.08 -0.04
C 3.428 -2.951 2.901 0.12 -0.10 0.07 -0.02
C 4.066 -3.343 4.114 -0.02 0.02 -0.10 0.00
C 3.781 -2.767 5.322 -0.01 0.03 0.02 -0.02
C 2.805 -1.733 5.396 0.00 0.02 0.03 0.01
C 2.390 -1.025 6.559 0.03 -0.02 -0.03 -0.01
C 1.433 -0.049 6.463 -0.03 0.02 -0.07 0.00
C 0.811 0.294 5.229 0.06 0.04 0.12 -0.01
C 1.192 -0.374 4.099 0.00 -0.04 -0.17 -0.03
C 2.194 -1.372 4.206 -0.09 0.01 -0.04 0.02
H 1.856 3.872 2.219 0.00 -0.01 0.01 0.00
H 1.510 2.241 1.653 -0.01 -0.03 0.06 -0.01
H 1.525 2.582 3.391 0.01 0.04 -0.03 0.00
H -0.351 4.272 2.925 -0.06 0.02 0.03 0.00
H -0.712 2.705 0.338 -0.02 0.01 -0.01 0.00
H 0.023 4.319 0.408 -0.01 0.00 0.00 0.00
H -1.672 4.076 0.884 0.01 0.00 0.00 0.00
H -2.284 3.931 3.869 0.01 -0.01 -0.02 0.00
H -3.971 2.467 4.917 0.00 0.00 -0.02 0.00
H -3.813 0.021 4.617 0.03 0.00 0.01 0.00
H -1.171 -1.678 2.632 0.03 0.04 -0.02 0.04
H -2.757 -1.998 5.221 0.02 0.00 -0.01 0.00
H -1.018 -1.679 5.178 0.00 -0.02 0.01 0.00
H -1.659 -3.169 4.476 -0.05 0.03 0.01 0.00
H -4.180 -1.683 3.114 0.02 -0.05 0.01 0.00
H -3.229 -3.044 2.502 -0.02 0.04 0.03 0.00
H -3.352 -1.557 1.547 -0.03 -0.03 0.03 0.00
H 1.243 -5.881 -0.279 0.00 0.02 -0.01 0.00
H 3.295 -5.783 -1.662 0.01 0.00 0.03 0.00
H 4.551 -3.670 -1.818 -0.01 0.01 0.02 0.00
H 5.078 -1.701 -1.003 0.02 -0.07 -0.06 0.00
H 3.259 0.255 0.441 0.02 -0.07 0.03 0.00
H 4.984 0.378 0.120 0.01 -0.03 0.01 0.00
H 4.389 -0.833 1.269 0.02 0.04 -0.04 0.00
H 2.610 -0.206 -1.995 0.02 -0.04 -0.02 -0.01
H 3.609 -1.289 -2.966 0.03 0.02 0.00 0.00
H 4.284 0.238 -2.353 -0.01 -0.01 0.01 0.00
H -0.202 -2.931 1.473 0.04 0.05 -0.01 0.00
H -0.982 -5.304 -0.267 -0.02 0.01 0.02 0.00
H -1.418 -3.601 -0.501 0.02 -0.05 -0.01 -0.01
H -2.045 -4.486 0.892 0.02 -0.02 -0.03 0.00
H 0.367 -5.893 1.934 0.00 0.02 0.02 0.00
H -0.631 -4.824 2.930 0.01 -0.03 -0.03 0.00
H 1.118 -4.577 2.851 -0.01 -0.01 0.00 0.00
H 3.701 -3.442 1.975 -0.01 -0.01 0.02 0.00
H 4.810 -4.130 4.067 0.00 0.00 0.00 0.00
H 4.295 -3.091 6.220 -0.01 0.00 0.00 0.00
H 2.840 -1.256 7.518 -0.01 -0.01 0.00 0.00
H 1.129 0.483 7.356 0.00 0.00 0.00 0.00
H 0.050 1.065 5.207 0.00 -0.02 0.01 0.00
O 1.481 4.392 -3.298 0.17 0.01 0.06 0.00
C 2.469 4.255 -2.392 -0.16 0.05 -0.12 0.00
C 3.535 5.156 -2.453 0.00 0.03 0.01 0.00
C 4.563 5.089 -1.533 -0.04 -0.06 0.03 0.00
C 4.558 4.116 -0.535 -0.05 0.03 -0.05 0.00
C 3.515 3.210 -0.488 0.04 0.06 -0.03 0.00
C 2.464 3.258 -1.405 0.09 -0.16 0.20 -0.01
C 1.393 2.235 -1.306 0.57 0.36 0.05 0.00
O 1.514 1.316 -0.423 -0.36 -0.81 0.18 0.05
N 0.397 2.333 -2.131 -0.30 -0.27 -0.05 0.01
N -0.509 1.302 -1.914 -0.19 -0.46 0.33 0.00
C -1.392 1.211 -2.839 -0.07 0.11 -0.12 0.07
S -2.719 0.069 -2.860 0.01 0.05 0.14 0.02
C -2.931 0.203 -4.651 0.07 -0.02 0.01 0.00
C -2.815 1.669 -5.006 0.03 0.04 0.01 0.00
S -1.296 2.282 -4.239 0.00 0.00 0.01 0.02
H 0.817 3.684 -3.105 -0.01 0.04 -0.02 0.00
H 3.523 5.904 -3.235 -0.01 0.00 0.02 0.00
H 5.376 5.804 -1.591 0.00 -0.01 -0.01 0.00
H 5.359 4.067 0.191 0.00 -0.01 0.00 0.00
H 3.490 2.437 0.267 0.01 0.01 0.00 0.00
H -3.913 -0.206 -4.891 0.01 0.00 -0.02 0.00
H -2.154 -0.385 -5.140 -0.06 0.01 -0.10 0.00
H -3.660 2.233 -4.612 -0.06 -0.03 -0.07 0.00
H -2.728 1.835 -6.080 -0.03 -0.01 0.01 0.00
C -0.042 -1.515 -1.929 0.19 -0.13 0.13 0.00
H 0.022 -0.962 -2.874 -0.03 -0.02 -0.03 0.01
H -0.949 -2.122 -1.988 -0.04 0.01 -0.03 -0.01
H 0.801 -2.211 -1.931 -0.01 -0.01 -0.07 -0.01
C -8.656 -0.275 -0.750 -0.02 -0.02 -0.02 0.00
C -9.567 0.864 -0.373 0.06 0.04 0.02 0.00
O -10.763 0.840 -0.517 -0.01 -0.01 -0.01 0.00
S -8.846 2.342 0.341 -0.09 0.04 0.02 0.00
C -7.112 1.989 0.367 0.05 0.01 -0.02 0.02
C -6.303 2.375 -0.699 0.11 -0.06 0.04 -0.01
C -4.978 1.976 -0.749 -0.05 0.08 -0.05 0.02
C -4.428 1.173 0.264 0.14 -0.10 -0.07 -0.03
C -5.223 0.898 1.386 -0.10 -0.01 -0.02 0.01
C -6.547 1.295 1.434 0.09 -0.01 -0.03 -0.01
C -3.117 0.625 0.137 -0.18 0.09 0.13 0.06
C -2.008 0.122 0.001 -0.16 -0.41 0.11 0.15
H -9.252 -1.048 -1.229 -0.03 0.02 0.01 0.00
H -8.173 -0.678 0.140 0.02 0.03 -0.02 0.00
H -7.865 0.063 -1.420 0.01 0.01 0.04 0.00
H -6.726 2.971 -1.498 0.01 -0.03 -0.02 0.00
H -4.351 2.265 -1.584 -0.04 -0.05 0.01 0.00
H -4.783 0.359 2.211 -0.03 -0.04 -0.01 0.00
H -7.160 1.054 2.295 0.01 -0.03 -0.01 0.00
```
Positions in Å, forces in eV/Å.



[2]
This record from OMol25 describes an isolated molecule of C4H6O3S. The level of theory is wB97M-V/def2-TZVPD.

For the relative energy (zero: lowest compared OMol25 entry of this formula, charge and spin), the calculation gives 9.6 kcal/mol. The net charge is 0. For the HOMO-LUMO gap, the calculation gives 10.33 eV. As for the HOMO energy: -9.81 eV. The calculation puts the lowest unoccupied orbital energy at 0.518 eV. The calculation puts the max |F| at 0.065 hartree/bohr. For the calculated total energy, the calculation gives -779.9149 hartree.

The geometry in XYZ format:
```
14
Properties=species:S:1:pos:R:3:forces:R:3:nbo_charge:R:1
O -0.411 2.179 -2.326 0.41 0.46 -0.17 -0.55
C -0.436 1.432 -1.417 -0.13 -1.30 0.67 0.98
O -1.538 0.659 -1.127 0.71 0.57 0.83 -0.50
C -1.299 -0.140 0.040 2.60 -1.39 -1.59 -0.09
C 0.172 0.316 0.517 -0.87 -1.38 -2.41 0.06
C 1.143 -0.847 0.594 2.25 0.31 -1.25 -0.59
S 0.826 -1.977 1.894 -1.76 -1.46 0.10 0.01
O 0.609 1.137 -0.555 -1.08 0.80 -1.53 -0.50
H -2.076 -0.026 0.760 -0.50 0.09 0.44 0.21
H -1.195 -1.216 -0.363 -0.49 1.42 0.96 0.18
H 0.157 0.972 1.315 -0.10 0.70 2.27 0.20
H 2.253 -0.569 0.728 -1.76 0.30 0.13 0.26
H 1.234 -1.353 -0.404 -0.61 0.34 0.74 0.23
H -0.344 -2.533 1.320 1.33 0.54 0.81 0.12
```
Positions in Å, forces in eV/Å.



[3]
This record from OMol25 describes a structure of composition C35H42Cl2N2O4PV. The level of theory is wB97M-V/def2-TZVPD.

For the relative energy (zero: lowest compared OMol25 entry of this formula, charge and spin), the calculation gives 15.2 kcal/mol. The multiplicity is 3. The net charge is 0. For the HOMO-LUMO gap (alpha / beta), the calculation gives 6.47 / 6.43 eV. As for the HOMO energy (alpha / beta): -6.48 / -6.42 eV. The expectation value of S² is 2.03. The calculation puts the lowest unoccupied orbital energy (alpha / beta) at -0.005 / 0.011 eV. The calculation puts the max |F| at 0.068 hartree/bohr. For the calculated total energy, the calculation gives -3975.1759 hartree.

The geometry in XYZ format:
```
87
Properties=species:S:1:pos:R:3:forces:R:3:mulliken_spin:R:1
O 0.183 0.966 -2.490 -1.12 1.65 -2.80 -0.02
C -0.681 1.311 -3.321 1.48 -1.38 1.05 0.01
C -0.290 1.826 -4.634 0.15 0.56 -0.64 -0.01
C 0.876 2.597 -4.817 -0.47 -0.27 -0.15 0.01
H 1.498 2.847 -3.953 -0.25 -0.07 -0.30 0.00
C 1.187 3.049 -6.098 -0.03 -0.07 -0.06 0.00
H 2.077 3.657 -6.247 -0.16 -0.12 0.01 0.00
C 0.373 2.731 -7.196 -0.11 -0.13 0.48 0.00
H 0.649 3.075 -8.193 -0.12 -0.06 0.29 0.00
C -0.790 1.974 -7.005 0.33 0.04 -0.10 0.00
H -1.423 1.733 -7.860 0.14 0.04 0.26 0.00
C -1.120 1.523 -5.731 0.18 0.28 0.45 0.00
H -2.018 0.929 -5.552 0.20 0.16 -0.13 0.00
H -1.744 1.110 -3.148 0.31 -0.07 0.09 0.01
C -2.347 2.126 -1.027 -0.60 0.49 0.32 0.01
C -1.851 0.850 -0.480 1.97 -2.03 0.37 -0.14
H -3.034 2.641 -0.335 0.17 0.08 -0.16 0.00
H -2.941 1.940 -1.937 0.15 0.26 0.15 0.00
H -1.508 2.798 -1.239 -0.18 0.06 -0.15 0.00
C -2.422 0.126 0.484 -0.62 0.38 0.14 0.05
C -3.648 0.506 1.280 -0.13 0.00 -0.07 -0.01
H -2.005 -0.841 0.776 0.06 0.31 -0.03 0.01
H -3.984 1.525 1.045 -0.03 -0.27 0.16 0.00
H -3.442 0.435 2.357 -0.05 0.08 -0.06 0.00
H -4.476 -0.188 1.083 -0.02 0.13 0.02 0.00
V 0.215 -0.087 -0.821 -2.79 0.72 1.99 2.07
Cl 1.171 2.036 -0.259 0.62 0.55 -0.16 -0.02
Cl -0.817 -1.556 -2.459 0.00 -0.27 -0.91 -0.01
H 4.099 0.502 -3.701 -0.07 -0.14 0.02 0.00
H 5.525 1.450 -2.307 -0.04 -0.12 0.21 0.00
C 3.305 0.275 -2.988 -0.24 0.16 0.04 0.00
C 4.924 1.322 -1.402 0.07 0.11 0.27 0.00
N 3.885 0.331 -1.648 -0.13 -0.20 0.18 0.01
H 2.895 -0.725 -3.175 0.07 0.28 0.08 0.00
C 3.267 -0.260 -0.625 -1.53 -0.03 -0.55 -0.01
O 2.145 -0.834 -0.732 2.56 -0.07 0.00 0.01
H 5.567 0.987 -0.580 -0.09 0.09 -0.18 0.00
H 3.792 -0.196 0.344 -0.18 -0.05 -0.26 0.00
H 2.501 1.014 -3.106 0.19 -0.27 0.14 0.00
H 4.485 2.293 -1.128 0.03 -0.27 -0.12 0.00
H -1.893 -4.377 1.531 -0.08 0.04 -0.25 0.00
H -0.202 -6.029 -0.729 -0.11 -0.09 -0.06 0.00
C -2.189 -4.147 0.499 -0.21 0.10 0.21 0.00
C -0.818 -5.281 -1.239 0.45 -0.09 0.10 0.00
N -1.043 -4.133 -0.387 0.27 0.49 0.31 0.00
H -2.701 -3.179 0.489 0.16 -0.16 -0.01 0.00
C -0.189 -3.101 -0.428 0.14 0.60 0.04 0.00
O -0.252 -2.044 0.241 -0.07 -1.53 -0.24 0.01
H -0.293 -4.964 -2.141 -0.14 -0.04 -0.02 0.00
H 0.629 -3.256 -1.144 -0.06 -0.03 0.19 0.01
H -2.869 -4.929 0.149 0.02 0.22 0.12 0.00
H -1.772 -5.736 -1.504 0.07 0.10 -0.10 0.00
O 0.518 0.036 1.506 0.24 -0.75 1.36 0.00
P 0.646 -0.190 2.989 -0.44 0.23 -1.92 0.00
C -0.760 -1.084 3.718 0.02 -0.01 0.45 0.01
C -0.901 -2.454 3.447 -0.18 0.05 0.10 0.00
C -1.984 -3.164 3.964 0.11 0.28 0.07 0.00
C -2.912 -2.521 4.790 0.10 0.13 -0.11 0.00
C -2.742 -1.172 5.108 0.06 -0.13 -0.09 0.00
C -1.664 -0.456 4.582 -0.11 -0.29 -0.04 0.00
C 2.058 -1.202 3.477 0.31 -0.25 0.26 0.00
C 2.425 -1.305 4.829 0.28 -0.29 -0.10 0.00
C 3.477 -2.140 5.214 -0.11 0.01 -0.28 0.00
C 4.141 -2.906 4.249 -0.13 0.15 -0.16 0.00
C 3.772 -2.807 2.902 0.05 0.01 0.26 0.00
C 2.736 -1.956 2.511 0.10 0.08 0.16 0.00
C 0.764 1.394 3.817 0.20 0.65 0.28 0.00
C -0.284 2.309 3.601 0.04 0.05 0.28 0.00
C -0.295 3.533 4.274 0.22 -0.26 -0.09 0.00
C 0.765 3.869 5.124 -0.02 -0.25 -0.09 0.00
C 1.843 2.995 5.282 -0.08 0.01 -0.23 0.00
C 1.861 1.772 4.603 -0.41 0.18 0.20 0.00
H -0.148 -2.964 2.845 -0.26 0.17 0.02 0.00
H -2.099 -4.223 3.726 0.02 0.28 0.16 0.00
H -3.765 -3.075 5.189 0.27 0.18 -0.10 0.00
H -3.446 -0.666 5.768 0.15 -0.16 -0.15 0.00
H -1.521 0.586 4.862 -0.11 -0.26 -0.10 0.00
H 1.911 -0.718 5.590 0.01 -0.23 -0.20 0.00
H 3.779 -2.186 6.262 -0.12 -0.04 -0.31 0.00
H 4.950 -3.575 4.548 -0.23 0.22 -0.11 0.00
H 4.302 -3.390 2.146 -0.16 0.13 0.24 0.00
H 2.459 -1.871 1.459 -0.10 0.02 0.25 0.00
H -1.101 2.050 2.921 0.27 0.05 0.16 0.00
H -1.138 4.213 4.139 0.30 -0.15 0.00 0.00
H 0.753 4.820 5.654 0.00 -0.20 -0.08 0.00
H 2.676 3.256 5.937 -0.23 0.00 -0.24 0.00
H 2.717 1.108 4.710 -0.24 0.25 0.00 0.00
```
Positions in Å, forces in eV/Å.



[4]
This record from OMol25 describes an isolated molecule of C4H3F6NS. The level of theory is wB97M-V/def2-TZVPD.

For the relative energy (zero: lowest compared OMol25 entry of this formula, charge and spin), the calculation gives 0.0 kcal/mol. The net charge is 0. For the HOMO-LUMO gap, the calculation gives 10.06 eV. As for the HOMO energy: -9.79 eV. The calculation puts the lowest unoccupied orbital energy at 0.270 eV. The calculation puts the max |F| at 0.105 hartree/bohr. For the calculated total energy, the calculation gives -1206.3188 hartree.

The geometry in XYZ format:
```
15
Properties=species:S:1:pos:R:3:forces:R:3:nbo_charge:R:1
F 1.367 0.145 -2.235 -0.46 0.33 0.39 -0.29
C 0.239 0.406 -1.587 -2.35 1.57 -1.12 0.95
F -0.804 -0.179 -2.253 1.00 -0.73 0.48 -0.33
F -0.141 1.752 -1.753 1.50 -1.33 0.64 -0.34
C 0.273 0.013 -0.106 -2.73 0.46 1.19 -0.19
C 0.941 1.145 0.738 -0.45 0.30 0.43 0.96
F 0.118 2.165 1.079 0.21 -0.65 -0.86 -0.31
F 1.357 0.651 1.900 0.36 -0.27 0.11 -0.31
F 1.996 1.670 0.082 -0.25 -0.27 0.20 -0.32
N -1.266 -0.341 0.534 2.57 3.25 -3.47 -0.56
C -0.872 -1.654 0.907 1.36 -0.01 2.28 -0.31
S 0.837 -1.690 0.165 -0.71 -0.30 -0.46 0.23
H -1.850 -0.162 -0.309 0.30 -1.00 0.88 0.38
H -0.604 -1.465 1.959 -0.33 -0.96 -0.02 0.20
H -1.591 -2.455 0.879 -0.02 -0.39 -0.67 0.22
```
Positions in Å, forces in eV/Å.



Question: Which of these has the highest calculated total energy?
Answer: C4H6O3S



Question: Among the records above, which one has the lowest calculated total energy?
Answer: C35H42Cl2N2O4PV